[1]
Density functional theory data (ωB97M-V/def2-TZVPD) for a single C5H8O molecule.

Element x y z (Å)
O  1.3016  1.9327  0.1616
C  1.7690  0.8349  0.3489
C  1.0680  -0.5012  0.2430
C  -0.2689  -0.6395  -0.4706
C  -1.4986  -0.3810  0.3520
C  -1.1499  0.5478  -0.7702
H  2.8220  0.7376  0.6978
H  1.8004  -1.2081  -0.1657
H  0.9280  -0.7966  1.2997
H  -0.3179  -1.4762  -1.1679
H  -2.3521  -1.0433  0.2405
H  -1.3092  -0.0503  1.3733
H  -1.7782  0.5156  -1.6551
H  -0.7433  1.5249  -0.5459

Cartesian forces, eV/Å:
O 0.2590 -0.5049 0.0413
C -0.1132 0.3027 0.0098
C -0.0468 -0.0314 0.0262
C 0.0392 -0.0717 -0.0351
C -0.1686 -0.0724 0.1964
C -0.0308 0.1901 -0.1199
H -0.0857 0.0310 -0.0456
H -0.0678 0.1059 0.0768
H 0.2436 -0.0349 -0.2117
H 0.0205 0.2341 0.1677
H 0.1198 0.1366 -0.0009
H -0.1468 -0.0018 -0.2256
H 0.1589 -0.1139 0.0725
H -0.1812 -0.1695 0.0482

The HOMO energy is -0.3536 hartree. As for the LUMO energy: 1.03 eV. Its orbital gap is 10.7 eV. As for the total charge: 0. The largest force on an atom is 0.569 eV/Å.

***

[2]
Density functional theory data (ωB97M-V/def2-TZVPD) for a molecular structure, C14H40OP2ScSi2.

Element x y z (Å)
Sc  0.0018  -0.1263  -0.2043
H  0.4623  0.1579  1.5643
H  -0.4621  0.0262  1.5854
P  2.4731  -0.1488  -0.1944
P  -2.4077  -0.5535  -0.3460
C  -3.3515  0.8041  -1.0082
H  -4.3773  0.4638  -1.1598
H  -3.3526  1.6558  -0.3126
H  -2.9280  1.1657  -1.9488
C  -2.5470  -1.8908  -1.5339
H  -2.0141  -2.7775  -1.1732
H  -3.6094  -2.1093  -1.6481
H  -2.1147  -1.5955  -2.4934
C  -3.2384  -1.1043  1.1367
H  -3.2704  -0.3176  1.8964
H  -4.2559  -1.3885  0.8654
H  -2.7206  -1.9664  1.5740
C  2.9062  -1.3152  -1.4952
H  3.9956  -1.3778  -1.5317
H  2.4785  -2.3022  -1.2793
H  2.5140  -0.9773  -2.4597
C  3.2607  1.4017  -0.6238
H  3.0931  2.1561  0.1531
H  4.3318  1.2171  -0.7321
H  2.8573  1.7931  -1.5659
C  3.2742  -0.7364  1.2929
H  2.8621  -1.7075  1.5923
H  4.3390  -0.8439  1.0798
H  3.1296  -0.0343  2.1192
C  -0.1489  1.9670  -0.4234
O  -0.2415  3.1052  -0.6739
H  0.0711  -0.3752  -1.8050
C  -3.3730  4.3044  2.1079
Si  -3.3478  2.4441  2.1230
C  -3.7963  1.7851  3.8681
C  -5.0461  2.0368  1.3426
C  -1.6432  1.7963  1.7002
Si  -0.3043  2.7711  2.5962
C  -0.7729  3.1160  4.4092
C  1.3538  1.9271  2.9069
C  0.1799  4.4523  1.9018
H  -4.3613  4.6416  2.4454
H  -3.2144  4.6559  1.0830
H  -2.6230  4.7463  2.7668
H  -4.7415  2.2533  4.1718
H  -3.9519  0.7015  3.8403
H  -3.0557  2.0056  4.6400
H  -5.1695  2.4854  0.3567
H  -5.2307  0.9613  1.2935
H  -5.8197  2.4767  1.9869
H  -1.7469  0.9234  2.3942
H  -0.8846  2.1666  4.9418
H  0.0507  3.6704  4.8737
H  -1.6787  3.7173  4.4981
H  1.8688  1.8050  1.9492
H  1.9765  2.5727  3.5437
H  1.2133  0.9666  3.4088
H  0.7833  4.3561  0.9952
H  -0.6960  5.0659  1.6810
H  0.7908  4.9768  2.6481

Cartesian forces, eV/Å:
Sc -1.2526 -0.2781 0.0969
H -2.5629 -1.0454 1.8669
H 3.0238 0.9764 1.5746
P 0.6314 -0.1668 0.0206
P -0.2067 -0.2455 0.2093
C -0.3796 0.7335 -0.2392
H -0.0567 0.1524 -0.1513
H 0.0730 -0.6021 -0.3733
H -0.0533 -0.2474 -0.0374
C -0.5478 -0.3709 -0.2425
H -0.1767 0.0800 -0.0566
H 0.0072 -0.3501 -0.2489
H -0.1031 0.0041 0.1609
C -0.5560 -0.3498 0.4372
H -0.0600 -0.2042 -0.2940
H -0.1116 -0.1183 0.2498
H -0.1442 0.0737 -0.1644
C 0.4309 -0.1964 -0.2372
H 0.0211 -0.2493 -0.1832
H 0.1642 0.1787 -0.0359
H 0.0781 -0.0169 0.2367
C 0.2705 0.4616 -0.1948
H 0.0914 -0.1785 -0.1112
H 0.0194 0.2072 -0.0448
H 0.1134 -0.1511 0.1586
C 0.5379 -0.2504 0.3354
H 0.1275 0.1476 -0.0947
H 0.0825 -0.1076 0.2617
H 0.0582 -0.0883 -0.1741
C -1.0181 6.3952 -0.8648
O 0.4562 -4.0798 0.4417
H 0.3786 -0.3825 -2.7302
C -0.0369 0.1641 0.0780
Si -1.2457 0.5106 1.2074
C 0.4107 0.2887 -0.1555
C 0.4425 -0.0676 -0.4163
C 0.7754 -1.0627 0.1167
Si -0.2060 1.0327 1.3767
C 0.0418 -0.0097 -0.4361
C -0.0811 -0.1378 -0.4577
C 0.0074 -0.1668 -0.2113
H 0.1775 0.0075 -0.1209
H 0.0061 0.1606 0.1156
H -0.0732 0.0793 -0.1538
H 0.1379 -0.1341 -0.0798
H -0.0506 0.0335 0.0535
H -0.1487 -0.1327 -0.1051
H -0.1663 -0.1345 -0.0881
H -0.1350 0.0661 -0.1437
H 0.3717 -0.0746 0.0094
H 0.4167 0.1218 -0.2492
H -0.1188 0.1703 0.0959
H -0.0796 -0.0642 -0.0668
H 0.0408 -0.1317 0.2083
H 0.2821 -0.2170 0.1488
H -0.2784 -0.1199 -0.2117
H 0.2494 -0.0212 -0.0423
H -0.0669 0.2232 0.1108
H 0.1600 0.0302 -0.0850
H -0.1687 -0.1450 -0.0698

The HOMO energy is -0.3911 hartree. As for the LUMO energy: -4.22 eV. Its orbital gap is 6.4 eV. As for the total charge: +1. The largest force on an atom is 6.533 eV/Å.